# 1
Computed, not measured: C36H57BCl2CrN8OSe as an isolated structure at a distorted geometry, with ωB97M-V with the def2-TZVPD basis set.

Geometry as XYZ:
```
107
Properties=species:S:1:pos:R:3:lowdin_spin:R:1
Cr -0.355 -0.039 0.225 3.0107
C 3.768 -3.169 1.748 0.0010
C 3.229 -1.874 1.246 0.0060
C 3.930 -0.729 0.940 0.0017
C 2.997 0.227 0.526 0.0031
N 1.759 -0.330 0.584 -0.0237
N 1.933 -1.618 1.016 0.0013
B 0.774 -2.574 1.348 0.0041
N -0.115 -1.927 2.413 0.0030
N -0.742 -0.716 2.283 -0.0205
C -1.233 -0.401 3.512 0.0019
C -0.863 -1.417 4.401 0.0020
C -0.167 -2.357 3.684 0.0059
C 0.371 -3.654 4.186 0.0009
C -2.133 0.737 4.008 0.0005
C -1.295 1.910 4.546 0.0005
C -2.948 0.220 5.210 0.0000
C -3.155 1.189 2.960 0.0011
N 0.033 -2.933 0.064 0.0054
N -0.548 -2.005 -0.747 -0.0016
C -0.997 -2.668 -1.836 0.0026
C -0.659 -4.022 -1.697 0.0021
C -0.017 -4.155 -0.489 0.0054
C 0.512 -5.404 0.129 0.0010
C -1.885 -2.242 -3.002 0.0003
C -1.332 -2.866 -4.294 0.0001
C -3.280 -2.838 -2.726 0.0003
C -2.041 -0.747 -3.254 0.0000
C 3.446 1.652 0.226 0.0005
C 2.694 2.370 -0.900 0.0003
C 3.372 2.428 1.556 0.0028
C 4.923 1.640 -0.204 0.0000
H 4.843 -3.081 1.888 -0.0001
H 3.576 -3.983 1.048 0.0003
H 3.318 -3.436 2.704 0.0003
H 4.996 -0.610 1.010 -0.0001
H 1.209 -3.577 1.798 0.0003
H -1.081 -1.473 5.451 -0.0001
H 0.044 -3.797 5.214 0.0000
H 1.461 -3.671 4.172 0.0003
H 0.007 -4.490 3.589 0.0002
H -0.503 1.535 5.197 0.0000
H -1.932 2.576 5.132 0.0001
H -0.837 2.493 3.757 -0.0004
H -2.323 0.092 6.093 0.0000
H -3.446 -0.726 4.988 0.0000
H -3.711 0.957 5.458 0.0000
H -2.672 1.662 2.109 0.0006
H -3.837 1.914 3.409 0.0000
H -3.743 0.333 2.621 0.0002
H -0.859 -4.822 -2.388 0.0000
H 0.271 -6.251 -0.509 0.0000
H 0.071 -5.579 1.111 0.0002
H 1.595 -5.360 0.248 0.0002
H -1.367 -3.954 -4.270 0.0000
H -0.296 -2.560 -4.459 0.0000
H -1.930 -2.536 -5.145 0.0000
H -3.221 -3.914 -2.565 0.0000
H -3.933 -2.657 -3.581 0.0000
H -3.733 -2.386 -1.841 0.0000
H -1.162 -0.340 -3.743 0.0001
H -2.203 -0.189 -2.344 0.0000
H -2.892 -0.584 -3.918 0.0000
H 1.620 2.249 -0.845 -0.0005
H 3.036 2.001 -1.871 0.0000
H 2.913 3.438 -0.857 0.0000
H 2.364 2.435 1.963 0.0014
H 3.702 3.459 1.404 0.0001
H 4.033 1.965 2.291 0.0001
H 5.089 0.972 -1.053 0.0000
H 5.584 1.341 0.609 0.0000
H 5.209 2.650 -0.500 0.0000
Cl -2.744 -0.298 0.137 -0.0042
C -3.877 0.934 -0.503 0.0039
Cl -3.039 2.108 -1.516 -0.0029
H -4.332 1.435 0.345 0.0003
H -4.610 0.414 -1.109 0.0000
O 0.109 0.615 -1.694 0.0062
C 0.982 0.465 -2.572 0.0026
C 0.988 1.371 -3.773 -0.0011
C 1.031 0.675 -5.144 -0.0001
C 2.418 0.193 -5.560 0.0000
C 2.932 -0.968 -4.714 0.0002
C 3.137 -0.595 -3.249 0.0006
N 1.904 -0.490 -2.473 0.0052
H 1.853 2.038 -3.693 0.0000
H 0.097 1.992 -3.693 0.0000
H 0.680 1.396 -5.883 0.0000
H 0.335 -0.167 -5.167 0.0000
H 3.125 1.027 -5.500 0.0000
H 2.389 -0.119 -6.605 0.0000
H 3.892 -1.301 -5.113 0.0000
H 2.239 -1.811 -4.773 0.0000
H 3.682 0.354 -3.191 0.0002
H 3.746 -1.352 -2.760 0.0000
H 1.835 -1.056 -1.640 0.0001
Se -0.185 2.152 1.179 -0.0307
C -0.618 4.011 0.908 0.0060
C -1.904 4.504 0.741 -0.0008
C -2.073 5.882 0.685 0.0017
N -1.080 6.753 0.806 -0.0044
C 0.143 6.269 0.995 -0.0001
C 0.430 4.913 1.047 -0.0048
H -2.757 3.851 0.676 0.0000
H -3.062 6.307 0.548 0.0003
H 0.934 7.001 1.116 0.0000
H 1.440 4.562 1.208 0.0001
```

**Gap between HOMO and LUMO (spin up / spin down)**: 6.549 / 7.613 eV
**2S+1**: 4
**Energy relative to the best compared isomer or geometry (same formula, charge and spin)**: 0.0000 eV
**HOMO level (spin up / spin down)**: -10.195 / -10.337 eV
**Charge**: +1

***

# 2
Computed, not measured: C18H27Cl45FO2PSi2 as an isolated structure at a distorted geometry, with ωB97M-V with the def2-TZVPD basis set.

Geometry as XYZ:
```
96
Properties=species:S:1:pos:R:3:lowdin_charge:R:1
C -1.368 -3.674 0.153 -0.1503
C -2.438 -3.512 -0.959 -0.3830
F -1.860 -3.893 -2.193 -0.1127
Si -2.968 -1.699 -1.117 0.3820
C -4.292 -1.229 0.111 -0.1790
O -1.568 -0.817 -0.915 -0.4542
Si -1.300 0.820 -1.097 0.4865
P -3.910 -1.593 -3.180 0.5962
O -5.023 -2.636 -3.201 -0.5295
H -0.406 -3.795 -0.359 0.0149
H -1.269 -2.772 0.769 0.0173
H -1.546 -4.537 0.797 0.0356
H -3.293 -4.186 -0.820 0.1173
H -5.074 -2.005 0.140 0.0502
H -3.852 -1.136 1.117 -0.0140
H -4.772 -0.269 -0.134 0.0411
H -0.443 1.271 0.013 -0.1027
H -2.603 1.527 -1.058 -0.0409
H -0.625 1.079 -2.385 -0.0564
H -2.904 -1.739 -4.168 -0.0231
H -4.338 -0.260 -3.431 -0.0287
C 2.460 -1.955 0.289 -1.5317
Cl 2.151 -0.260 0.678 0.5355
Cl 1.783 -3.012 1.528 0.5402
Cl 1.841 -2.355 -1.315 0.5608
H 3.528 -2.123 0.266 -0.0709
C 0.790 5.088 -1.484 -1.5388
Cl 0.022 6.648 -1.186 0.4939
Cl 0.582 4.009 -0.106 0.5295
Cl 0.193 4.364 -2.975 0.5224
H 1.852 5.265 -1.616 0.0105
C -3.520 1.263 3.980 -1.4931
Cl -2.136 1.019 2.911 0.5005
Cl -4.660 -0.083 3.865 0.5045
Cl -3.005 1.513 5.646 0.4724
H -4.033 2.160 3.654 -0.0222
C 5.760 -5.243 -0.360 -1.5237
Cl 5.644 -3.560 0.183 0.5598
Cl 4.949 -6.324 0.770 0.5357
Cl 5.108 -5.416 -1.983 0.4998
H 6.812 -5.502 -0.383 0.0153
C 1.340 7.456 -5.994 -1.5615
Cl 3.083 7.298 -6.198 0.5043
Cl 0.478 6.128 -6.774 0.5391
Cl 0.937 7.555 -4.280 0.4902
H 1.029 8.377 -6.469 -0.0298
C -2.433 5.387 3.576 -1.5392
Cl -0.989 4.554 4.149 0.5242
Cl -2.691 5.070 1.864 0.5222
Cl -3.845 4.903 4.519 0.5398
H -2.286 6.452 3.711 0.0126
C -2.122 -2.585 4.299 -1.4581
Cl -3.058 -1.597 5.414 0.4410
Cl -3.187 -3.339 3.106 0.5706
Cl -0.873 -1.623 3.502 0.5115
H -1.635 -3.373 4.861 0.0126
C -2.960 -0.060 9.317 -1.5578
Cl -4.350 -0.173 8.242 0.4976
Cl -1.928 1.299 8.868 0.5258
Cl -3.471 0.059 11.002 0.5291
H -2.383 -0.970 9.209 -0.0311
C 3.609 11.412 -5.251 -1.5228
Cl 3.578 13.122 -4.833 0.5439
Cl 4.307 10.452 -3.943 0.5142
Cl 1.988 10.825 -5.632 0.5554
H 4.227 11.287 -6.131 0.0180
C 3.119 9.301 0.117 -1.5309
Cl 4.380 8.277 0.807 0.5309
Cl 2.818 8.876 -1.567 0.4522
Cl 1.639 9.210 1.074 0.5252
H 3.466 10.326 0.143 0.0148
C 0.317 -6.841 -1.623 -1.5294
Cl 1.998 -6.697 -2.139 0.5078
Cl -0.411 -8.338 -2.205 0.5189
Cl 0.198 -6.728 0.137 0.5486
H -0.237 -6.009 -2.047 -0.0010
C 6.603 7.633 -3.847 -1.5607
Cl 5.134 7.081 -3.042 0.4893
Cl 8.021 6.793 -3.222 0.5382
Cl 6.485 7.447 -5.600 0.5116
H 6.721 8.690 -3.638 -0.0117
C -3.943 -4.562 8.993 -1.5346
Cl -4.900 -3.585 10.101 0.5356
Cl -4.960 -5.395 7.820 0.5385
Cl -2.738 -3.563 8.165 0.5213
H -3.413 -5.308 9.572 0.0124
C -3.666 -10.429 -3.338 -1.5586
Cl -4.895 -11.110 -2.272 0.5247
Cl -2.079 -11.120 -2.994 0.4995
Cl -4.099 -10.657 -5.032 0.5263
H -3.611 -9.364 -3.147 0.0062
C 6.335 -8.548 -4.398 -1.5546
Cl 4.878 -8.289 -5.357 0.5265
Cl 7.441 -7.179 -4.551 0.5131
Cl 5.928 -8.844 -2.709 0.5110
H 6.840 -9.425 -4.782 0.0099
```

**Gap between HOMO and LUMO**: 9.447 eV
**HOMO level**: -9.225 eV
**Charge**: 0

***

# 3
Computed, not measured: a 3-piece molecular cluster, C2H10N2O2 overall at a distorted geometry, with ωB97M-V with the def2-TZVPD basis set.

Geometry as XYZ:
```
16
Properties=species:S:1:pos:R:3:lowdin_spin:R:1
C 0.640 0.988 1.394 0.0992
N 0.291 -1.689 0.082 0.0854
C 1.138 -1.391 1.029 0.0904
N 1.074 -0.313 1.730 0.6403
H -0.257 1.210 1.973 0.0212
H 0.347 1.103 0.342 0.0088
H 1.372 1.750 1.644 0.0352
H 0.347 -2.646 -0.240 0.0028
H -0.383 -0.994 -0.218 0.0010
H 1.989 -2.074 1.067 0.0157
H 2.880 2.032 -3.037 0.0000
H 1.488 2.484 -2.954 0.0000
O 2.254 2.354 -2.375 0.0000
H -4.012 -1.588 -0.309 0.0000
H -4.995 -0.591 0.188 0.0000
O -4.173 -0.635 -0.315 0.0000
```

**Gap between HOMO and LUMO (spin up / spin down)**: 10.480 / 7.015 eV
**2S+1**: 2
**Energy relative to the best compared isomer or geometry (same formula, charge and spin)**: 0.4007 eV
**HOMO level (spin up / spin down)**: -14.447 / -14.446 eV
**Charge**: +1

***

# 4
Computed, not measured: an isolated ion of composition C4H13N2 and charge +2 at a distorted geometry, with ωB97M-V with the def2-TZVPD basis set.

Geometry as XYZ:
```
19
Properties=species:S:1:pos:R:3:lowdin_spin:R:1
C -0.923 -1.227 1.084 0.1342
N -2.134 -0.570 0.817 0.6688
C -0.043 -0.992 -0.169 0.0280
N -0.127 0.377 -0.682 0.0313
C 0.912 1.456 -0.230 0.0028
C 2.401 1.008 -0.733 0.0048
H -1.167 -2.303 1.149 0.0802
H -0.502 -0.966 2.037 0.0059
H -2.746 -1.068 0.200 0.0217
H -2.744 -0.558 1.663 0.0120
H -0.217 -1.728 -0.895 0.0004
H 1.048 -1.219 0.190 -0.0001
H -1.219 0.467 -0.516 0.0081
H -0.037 0.309 -1.765 -0.0005
H 0.464 2.263 -0.738 0.0011
H 0.740 1.860 0.809 0.0000
H 2.427 -0.090 -0.599 -0.0001
H 3.119 1.850 -0.322 0.0013
H 2.585 1.054 -1.868 0.0000
```

**Gap between HOMO and LUMO (spin up / spin down)**: 11.844 / 5.304 eV
**2S+1**: 2
**Energy relative to the best compared isomer or geometry (same formula, charge and spin)**: 3.4746 eV
**HOMO level (spin up / spin down)**: -19.631 / -19.619 eV
**Charge**: +2

***

# 5
Computed, not measured: a 9-piece molecular cluster, C60H139N9O11 overall at a distorted geometry, with ωB97M-V with the def2-TZVPD basis set.

Geometry as XYZ:
```
219
Properties=species:S:1:pos:R:3:lowdin_charge:R:1
C 3.348 2.003 -1.468 -0.0163
C 3.105 2.542 -2.872 -0.4878
C 3.340 1.464 -3.929 -0.0465
C 1.618 2.937 -3.115 -0.1247
C 1.252 4.235 -2.413 -0.1869
C 2.166 5.329 -2.964 -0.1368
C 3.640 5.030 -2.734 -0.5160
C 4.331 6.016 -3.714 -0.0445
C 4.095 5.407 -1.322 -0.0208
N 3.978 3.683 -3.155 -0.1154
O 5.340 3.390 -3.091 -0.0002
H 2.668 1.191 -1.199 0.0819
H 4.377 1.797 -1.191 0.0751
H 3.066 2.841 -0.820 0.0629
H 4.376 1.095 -3.976 0.0780
H 2.801 0.537 -3.711 0.0831
H 3.184 1.685 -4.988 0.0856
H 1.357 3.007 -4.170 0.1221
H 1.040 2.109 -2.696 0.0858
H 0.199 4.516 -2.519 0.1052
H 1.329 4.108 -1.327 0.0852
H 1.871 6.275 -2.506 0.1223
H 1.931 5.409 -4.028 0.1233
H 3.926 7.027 -3.684 0.0823
H 4.181 5.669 -4.740 0.0839
H 5.411 6.031 -3.549 0.0783
H 5.136 5.109 -1.190 0.0839
H 3.501 4.892 -0.561 0.0623
H 3.986 6.467 -1.092 0.0872
H 5.596 3.057 -3.959 0.1056
C 3.794 -2.126 4.320 -0.0382
C 4.203 -0.717 3.910 -0.4981
C 2.974 0.218 4.123 -0.0156
C 5.331 -0.332 4.893 -0.1436
C 6.074 0.942 4.494 -0.1760
C 6.576 0.699 3.092 -0.1490
C 5.520 0.405 2.026 -0.5028
C 4.677 1.690 1.787 -0.0150
C 6.166 0.039 0.705 -0.0325
N 4.707 -0.720 2.538 -0.0798
O 3.680 -1.104 1.640 -0.0301
H 4.529 -2.873 4.001 0.0831
H 3.740 -2.217 5.403 0.0884
H 2.861 -2.394 3.818 0.0655
H 3.327 1.178 4.499 0.0713
H 2.376 0.276 3.215 0.0691
H 2.346 -0.198 4.911 0.0554
H 4.836 -0.182 5.856 0.1224
H 6.036 -1.162 4.972 0.1209
H 5.377 1.778 4.577 0.1029
H 6.923 1.054 5.169 0.1145
H 7.233 -0.171 3.212 0.1244
H 7.178 1.535 2.721 0.1234
H 5.359 2.483 1.483 0.0944
H 4.141 1.997 2.686 0.0527
H 3.885 1.468 1.073 0.0576
H 5.375 -0.166 -0.017 0.0748
H 6.795 -0.849 0.803 0.0813
H 6.783 0.869 0.362 0.0907
H 4.000 -1.958 1.300 0.0575
C -0.116 -0.477 6.185 -0.0231
C -1.116 -1.125 5.207 -0.4847
C -1.410 -0.063 4.144 -0.0387
C -0.447 -2.304 4.451 -0.1229
C -0.364 -3.543 5.335 -0.1700
C -1.730 -3.890 5.903 -0.1402
C -2.416 -2.777 6.669 -0.5038
C -3.843 -3.204 7.008 -0.0391
C -1.753 -2.490 8.038 -0.0260
N -2.353 -1.581 5.812 -0.1047
O -3.250 -0.579 6.250 -0.0003
H -0.675 0.014 6.983 0.0916
H 0.541 -1.203 6.670 0.0676
H 0.526 0.240 5.679 0.0482
H -1.879 0.854 4.499 0.0840
H -0.541 0.124 3.507 0.0774
H -2.065 -0.428 3.345 0.0612
H -1.057 -2.591 3.589 0.1024
H 0.548 -1.993 4.123 0.1021
H 0.064 -4.387 4.791 0.1119
H 0.334 -3.251 6.128 0.1017
H -1.524 -4.817 6.458 0.1254
H -2.407 -4.317 5.152 0.1124
H -3.832 -4.243 7.342 0.0881
H -4.525 -3.179 6.152 0.0770
H -4.326 -2.623 7.793 0.0811
H -2.294 -1.707 8.564 0.0867
H -0.675 -2.377 7.964 0.0615
H -1.858 -3.391 8.658 0.0862
H -3.845 -0.495 5.496 0.1022
C 0.680 6.236 1.009 -0.0299
C -0.259 6.329 2.228 -0.5076
C -0.381 7.819 2.582 -0.0374
C -1.643 5.806 1.865 -0.1339
C -1.649 4.278 1.683 -0.1910
C -1.112 3.599 2.902 -0.1388
C 0.269 4.146 3.369 -0.4864
C 0.450 3.596 4.788 -0.0380
C 1.384 3.506 2.521 -0.0253
N 0.257 5.614 3.403 -0.0916
O 1.483 6.182 3.843 -0.0089
H 1.682 6.415 1.418 0.0865
H 0.733 5.304 0.456 0.0411
H 0.536 7.066 0.314 0.0887
H -1.068 8.337 1.912 0.0837
H -0.752 7.946 3.599 0.0876
H 0.596 8.294 2.480 0.0789
H -2.440 6.042 2.577 0.1241
H -2.041 6.168 0.913 0.1240
H -2.687 4.022 1.462 0.1166
H -1.008 4.021 0.833 0.0872
H -1.063 2.507 2.903 0.0982
H -1.829 3.780 3.716 0.1257
H 0.204 2.538 4.877 0.0665
H -0.161 4.094 5.546 0.0933
H 1.499 3.725 5.077 0.0821
H 1.485 2.435 2.704 0.0683
H 2.320 4.054 2.654 0.0876
H 1.219 3.532 1.440 0.0562
H 1.509 5.875 4.758 0.0949
C 0.681 -0.606 0.646 -0.1028
O -0.648 -0.149 0.751 -0.1957
C -0.971 0.934 -0.098 -0.1956
C -1.060 0.676 -1.586 -0.4220
C -1.691 1.881 -2.280 -0.0508
N -1.884 -0.494 -1.882 0.0764
H 1.406 0.208 0.724 0.0744
H 0.922 -1.113 -0.301 0.0867
H 0.870 -1.392 1.376 0.0669
H -1.979 1.135 0.284 0.1356
H -0.392 1.848 0.101 0.1142
H -0.114 0.508 -2.112 0.1231
H -2.687 2.051 -1.850 0.0828
H -1.890 1.635 -3.319 0.0538
H -1.126 2.796 -2.099 0.0560
H -2.648 -0.657 -1.231 0.0451
H -1.361 -1.370 -1.793 0.0425
C -9.400 -0.533 -2.061 -0.1163
O -8.142 -1.167 -2.123 -0.1757
C -7.179 -0.330 -2.704 -0.2386
C -5.908 -1.131 -3.005 -0.4404
C -5.140 -1.527 -1.751 -0.0644
N -5.088 -0.407 -3.973 0.0371
H -10.100 -1.198 -1.561 0.0861
H -9.798 -0.284 -3.051 0.0863
H -9.322 0.408 -1.504 0.0870
H -7.562 0.093 -3.643 0.1197
H -6.915 0.563 -2.111 0.1286
H -6.269 -2.018 -3.541 0.1408
H -5.674 -2.216 -1.097 0.0751
H -4.976 -0.596 -1.197 0.0791
H -4.169 -1.950 -2.008 0.0552
H -4.322 -1.000 -4.281 0.0681
H -4.593 0.306 -3.430 0.0616
C -3.214 -6.564 -0.257 -0.1164
O -3.089 -5.694 0.841 -0.1932
C -3.623 -4.403 0.614 -0.1933
C -3.284 -3.549 1.852 -0.4151
C -4.415 -3.481 2.860 -0.0526
N -2.941 -2.214 1.363 0.0636
H -2.673 -7.476 0.004 0.0896
H -2.753 -6.154 -1.161 0.0733
H -4.247 -6.871 -0.447 0.0900
H -3.194 -3.946 -0.286 0.1043
H -4.706 -4.420 0.449 0.1224
H -2.414 -3.960 2.378 0.1183
H -4.322 -2.574 3.466 0.0640
H -4.466 -4.300 3.576 0.0757
H -5.365 -3.389 2.329 0.0779
H -2.713 -1.613 2.143 0.0256
H -2.162 -2.111 0.725 0.0374
C -1.450 1.210 -6.168 -0.1260
O -1.866 0.202 -7.047 -0.1915
C -2.908 0.618 -7.916 -0.2311
C -3.379 -0.477 -8.825 -0.2331
N -2.386 -0.974 -9.765 -0.0529
C -2.785 -2.255 -10.351 -0.2115
C -1.573 -2.999 -10.856 -0.2301
O -0.893 -3.635 -9.772 -0.1994
C 0.179 -4.423 -10.224 -0.1274
H -0.603 0.874 -5.569 0.0790
H -2.294 1.441 -5.512 0.0750
H -1.065 2.120 -6.645 0.0905
H -2.450 1.372 -8.573 0.1274
H -3.748 1.005 -7.334 0.1253
H -4.239 -0.109 -9.389 0.1245
H -3.751 -1.277 -8.160 0.1209
H -1.531 -1.149 -9.242 0.1057
H -3.482 -2.108 -11.177 0.1199
H -3.236 -2.892 -9.579 0.1194
H -0.867 -2.391 -11.429 0.1266
H -1.923 -3.829 -11.487 0.1198
H 0.579 -4.878 -9.319 0.0884
H 0.934 -3.842 -10.764 0.0874
H -0.145 -5.227 -10.899 0.0855
C 5.334 -3.642 0.376 -0.0808
O 3.919 -3.625 0.481 -0.2424
C 3.324 -4.714 1.155 -0.2056
C 1.825 -4.422 1.168 -0.1980
N 1.312 -4.410 -0.188 -0.0573
C -0.124 -4.250 -0.358 -0.1802
C -0.368 -4.187 -1.865 -0.1950
O -0.227 -2.851 -2.335 -0.2439
C -0.318 -2.748 -3.737 -0.1038
H 5.641 -4.650 0.079 0.0933
H 5.791 -3.347 1.328 0.0903
H 5.625 -2.935 -0.399 0.0913
H 3.682 -4.766 2.191 0.1218
H 3.538 -5.653 0.633 0.1271
H 1.749 -3.408 1.590 0.0971
H 1.314 -5.139 1.810 0.1265
H 1.861 -3.730 -0.699 0.1105
H -0.458 -3.340 0.158 0.1050
H -0.666 -5.110 0.040 0.1138
H -1.413 -4.444 -2.088 0.1104
H 0.370 -4.842 -2.332 0.1276
H -0.124 -1.720 -4.033 0.0802
H -1.308 -3.029 -4.112 0.0926
H 0.428 -3.384 -4.224 0.0905
```

**Gap between HOMO and LUMO**: 8.681 eV
**Energy relative to the best compared isomer or geometry (same formula, charge and spin)**: 0.0000 eV
**HOMO level**: -8.108 eV
**Charge**: 0